(1)
{
  "formula": "C2H3BrO",
  "method": "ωB97M-V/def2-TZVPD",
  "symbols": ["C", "C", "O", "Br", "H", "H", "H"],
  "xyz": [[-1.19, 1.07, 0.13], [0.70, -1.00, -0.12], [-2.29, 0.76, 0.27], [2.25, 0.08, 0.30], [-0.88, 2.09, -0.22], [0.51, -1.68, 0.74], [0.90, -1.32, -1.11]],
  "spin_multiplicity": 3,
  "gap_ev": [8.594, 9.369],
  "de_lowest_kj_mol": 57.2,
  "homo_energy_ev": [-7.77, -10.53],
  "mol_weight_da": 122.9,
  "largest_force_ha_per_bohr": 0.0515
}


(2)
{
  "formula": "C21H22BF14N8Pt",
  "method": "ωB97M-V/def2-TZVPD",
  "symbols": ["Pt", "C", "N", "C", "C", "N", "C", "C", "F", "C", "F", "C", "F", "C", "F", "C", "F", "C", "C", "N", "C", "C", "F", "C", "F", "C", "F", "C", "F", "C", "F", "H", "H", "H", "H", "H", "H", "H", "H", "H", "H", "H", "C", "N", "C", "C", "N", "N", "C", "N", "N", "H", "H", "H", "H", "H", "H", "H", "H", "H", "H", "H", "F", "B", "F", "F", "F"],
  "xyz": [[0.15, 0.00, -0.19], [-1.01, -2.30, 1.26], [-0.26, -2.01, 0.01], [-1.09, -2.34, -1.16], [-2.30, -1.44, -1.15], [-1.95, -0.08, -0.68], [-3.04, 0.80, -0.57], [-4.39, 0.49, -0.83], [-4.79, -0.72, -1.29], [-5.44, 1.39, -0.65], [-6.68, 0.99, -0.91], [-5.21, 2.67, -0.21], [-6.21, 3.53, -0.04], [-3.90, 3.04, 0.01], [-3.61, 4.28, 0.39], [-2.88, 2.14, -0.18], [-1.64, 2.62, -0.01], [1.06, -2.70, 0.02], [1.99, -1.88, 0.87], [2.08, -0.57, 0.21], [2.94, 0.38, 0.78], [3.53, 1.32, -0.06], [3.26, 1.28, -1.38], [4.35, 2.34, 0.39], [4.83, 3.24, -0.47], [4.67, 2.41, 1.74], [5.46, 3.38, 2.18], [4.14, 1.48, 2.60], [4.43, 1.53, 3.89], [3.28, 0.49, 2.13], [2.79, -0.36, 3.04], [-1.34, -3.34, 1.22], [-1.86, -1.63, 1.35], [-0.38, -2.15, 2.12], [-1.38, -3.40, -1.13], [-0.49, -2.20, -2.05], [-3.07, -1.88, -0.52], [-2.70, -1.42, -2.17], [1.42, -2.72, -1.01], [0.93, -3.73, 0.37], [2.98, -2.34, 0.89], [1.63, -1.84, 1.90], [0.76, 4.64, 0.55], [0.86, 4.14, -0.83], [1.25, 5.07, -1.88], [0.80, 2.83, -1.04], [0.69, 1.94, -0.10], [0.93, 2.41, -2.36], [0.86, 1.14, -2.83], [1.21, 0.98, -4.11], [0.42, 0.12, -2.13], [0.57, 5.71, 0.51], [1.68, 4.46, 1.10], [-0.08, 4.17, 1.07], [1.27, 6.07, -1.47], [0.52, 5.08, -2.70], [2.25, 4.86, -2.26], [0.55, 2.30, 0.84], [1.23, 3.11, -3.02], [1.69, 1.71, -4.61], [1.28, 0.06, -4.51], [0.43, -0.75, -2.64], [-0.36, 2.23, 2.54], [-0.83, 0.93, 2.75], [-0.64, 0.49, 4.01], [-2.08, 0.73, 2.25], [0.12, 0.08, 1.87]],
  "spin_multiplicity": 1,
  "gap_ev": 6.355,
  "charge": 1,
  "de_lowest_kj_mol": 23.1,
  "homo_energy_ev": -10.14,
  "mol_weight_da": 858.3,
  "largest_force_ha_per_bohr": 0.0228
}


(3)
{
  "formula": "C3H8O2",
  "method": "ωB97M-V/def2-TZVPD",
  "symbols": ["C", "O", "H", "H", "H", "H", "C", "C", "O", "H", "H", "H", "H"],
  "xyz": [[1.70, 0.26, -1.02], [2.01, 0.41, 0.38], [1.55, -0.78, -1.43], [0.81, 0.94, -1.42], [2.54, 0.56, -1.75], [1.95, 1.31, 0.85], [-1.89, -0.82, -0.01], [-1.79, -0.13, 1.15], [-0.49, -0.05, 1.67], [-2.96, -0.96, -0.31], [-1.15, -1.07, -0.73], [-2.52, 0.48, 1.61], [0.25, -0.14, 1.02]],
  "spin_multiplicity": 1,
  "gap_ev": 9.583,
  "de_lowest_kj_mol": 275.0,
  "homo_energy_ev": -8.78,
  "smiles": "C=CO.CO",
  "mol_weight_da": 76.1,
  "largest_force_ha_per_bohr": 0.1027
}


(4)
{
  "formula": "C38H52N9O4P",
  "method": "ωB97M-V/def2-TZVPD",
  "symbols": ["C", "C", "N", "C", "P", "O", "O", "C", "O", "C", "O", "C", "H", "H", "H", "H", "H", "H", "H", "H", "H", "H", "H", "H", "N", "C", "C", "C", "C", "H", "H", "H", "H", "H", "N", "C", "C", "C", "C", "H", "H", "H", "H", "H", "N", "C", "C", "C", "C", "H", "H", "H", "H", "H", "N", "C", "C", "C", "C", "H", "H", "H", "H", "H", "N", "C", "C", "C", "C", "H", "H", "H", "H", "H", "N", "C", "C", "C", "C", "H", "H", "H", "H", "H", "N", "C", "C", "C", "C", "H", "H", "H", "H", "H", "N", "C", "C", "C", "C", "H", "H", "H", "H", "H"],
  "xyz": [[-2.79, 0.37, 1.04], [-2.09, -0.70, 0.22], [-1.14, -0.21, -0.79], [-1.66, 0.42, -2.02], [-3.23, -0.19, -2.83], [-4.34, 0.14, -1.69], [-3.10, -1.82, -2.59], [-0.58, 0.19, -3.14], [0.13, 1.44, -3.31], [-0.24, 2.28, -2.29], [0.53, 3.05, -1.80], [-1.67, 1.96, -1.94], [-3.27, -0.10, 1.91], [-2.07, 1.09, 1.43], [-3.57, 0.89, 0.48], [-1.50, -1.32, 0.91], [-2.79, -1.38, -0.25], [-0.60, 0.50, -0.30], [-5.00, -0.56, -1.57], [-2.25, -2.18, -2.88], [0.13, -0.56, -2.79], [-0.98, -0.09, -4.12], [-2.28, 2.36, -2.75], [-1.97, 2.36, -0.98], [3.07, 1.22, -2.00], [2.67, 0.26, -1.11], [3.79, -0.26, -0.52], [4.92, 0.41, -1.08], [4.43, 1.33, -1.99], [2.45, 1.77, -2.57], [1.63, 0.02, -0.98], [3.81, -1.04, 0.22], [5.95, 0.23, -0.84], [4.94, 2.02, -2.63], [-0.59, -1.53, 3.76], [-1.29, -2.62, 4.19], [-2.12, -2.22, 5.20], [-1.90, -0.83, 5.40], [-0.95, -0.43, 4.50], [0.10, -1.53, 3.03], [-1.14, -3.59, 3.73], [-2.79, -2.86, 5.74], [-2.38, -0.20, 6.13], [-0.50, 0.53, 4.32], [4.23, -1.83, -3.49], [3.11, -2.25, -4.16], [3.45, -3.34, -4.91], [4.83, -3.59, -4.69], [5.28, -2.64, -3.81], [4.27, -1.05, -2.84], [2.17, -1.73, -4.04], [2.79, -3.89, -5.56], [5.43, -4.38, -5.12], [6.26, -2.47, -3.38], [-3.22, 2.67, -5.92], [-3.35, 3.46, -7.03], [-4.50, 4.19, -6.89], [-5.09, 3.83, -5.65], [-4.28, 2.88, -5.08], [-2.48, 2.01, -5.76], [-2.62, 3.44, -7.82], [-4.87, 4.91, -7.60], [-6.00, 4.21, -5.23], [-4.36, 2.35, -4.15], [5.39, -4.55, -1.11], [5.46, -4.43, 0.25], [6.06, -5.55, 0.75], [6.36, -6.39, -0.36], [5.94, -5.75, -1.49], [5.00, -3.88, -1.75], [5.08, -3.55, 0.74], [6.25, -5.76, 1.79], [6.84, -7.36, -0.33], [5.98, -6.03, -2.53], [-3.66, 2.51, 6.20], [-4.71, 1.81, 5.67], [-5.85, 2.53, 5.90], [-5.47, 3.71, 6.59], [-4.12, 3.67, 6.75], [-2.70, 2.22, 6.17], [-4.56, 0.86, 5.19], [-6.85, 2.23, 5.61], [-6.13, 4.50, 6.92], [-3.44, 4.37, 7.22], [-6.22, -2.05, 6.29], [-7.26, -2.76, 5.75], [-8.41, -2.06, 5.98], [-8.05, -0.88, 6.69], [-6.69, -0.91, 6.87], [-5.26, -2.33, 6.27], [-7.09, -3.69, 5.24], [-9.40, -2.35, 5.67], [-8.71, -0.10, 7.04], [-6.03, -0.21, 7.35], [7.52, 2.95, -1.55], [7.35, 3.98, -2.43], [8.56, 4.62, -2.56], [9.49, 3.94, -1.72], [8.81, 2.92, -1.11], [6.80, 2.32, -1.25], [6.40, 4.18, -2.89], [8.75, 5.47, -3.19], [10.53, 4.18, -1.59], [9.15, 2.18, -0.40]],
  "spin_multiplicity": 1,
  "gap_ev": 8.121,
  "de_lowest_kj_mol": 0.0,
  "homo_energy_ev": -8.20,
  "smiles": "CCN[C@]1(P(O)O)COC(=O)C1.c1cc[nH]c1.c1cc[nH]c1.c1cc[nH]c1.c1cc[nH]c1.c1cc[nH]c1.c1cc[nH]c1.c1cc[nH]c1.c1cc[nH]c1",
  "mol_weight_da": 729.9,
  "largest_force_ha_per_bohr": 0.0099
}


What did the first record say?
{
  "formula": "C2H3BrO",
  "method": "ωB97M-V/def2-TZVPD",
  "symbols": ["C", "C", "O", "Br", "H", "H", "H"],
  "xyz": [[-1.19, 1.07, 0.13], [0.70, -1.00, -0.12], [-2.29, 0.76, 0.27], [2.25, 0.08, 0.30], [-0.88, 2.09, -0.22], [0.51, -1.68, 0.74], [0.90, -1.32, -1.11]],
  "spin_multiplicity": 3,
  "gap_ev": [8.594, 9.369],
  "de_lowest_kj_mol": 57.2,
  "homo_energy_ev": [-7.77, -10.53],
  "mol_weight_da": 122.9,
  "largest_force_ha_per_bohr": 0.0515
}